Run i
{"formula": "C4H2N2O", "method": "wB97M-V/def2-TZVPD", "symbols": ["N", "C", "C", "C", "N", "C", "O", "H", "H"], "xyz": [[-1.06736, -2.15488, 1.93921], [-0.67961, -1.14460, 1.36997], [-0.23652, -0.08235, 0.86998], [0.17300, 0.68485, -0.06464], [0.22370, 0.79161, -1.49259], [0.89859, 1.68085, -0.71493], [1.65262, 2.59578, -0.68366], [-1.38003, -2.73496, 1.17116], [0.41561, 0.36371, -2.39450]], "homo_ev": -9.53, "gap_ev": 9.099, "smiles": "N=C=C=C1NC1=O"}

Run ii
{"formula": "C4H2N2O", "method": "wB97M-V/def2-TZVPD", "symbols": ["N", "C", "C", "C", "C", "N", "O", "H", "H"], "xyz": [[2.42381, -1.29906, 3.08269], [1.64159, -1.14219, 2.20433], [0.84511, -0.67725, 1.18583], [0.03389, -0.24984, 0.33870], [-0.63747, -0.06651, -0.97267], [-0.80711, 1.16519, -1.41059], [-0.93942, -1.04031, -1.61872], [-1.62752, 1.16218, -2.02994], [-0.93288, 2.14780, -0.77963]], "homo_ev": -10.68, "gap_ev": 9.947, "smiles": "N#CC#CC(N)=O"}

Least stable: run i

Run i
{"formula": "C6H14N2", "method": "wB97M-V/def2-TZVPD", "symbols": ["C", "N", "C", "C", "N", "C", "C", "C", "H", "H", "H", "H", "H", "H", "H", "H", "H", "H", "H", "H", "H", "H"], "xyz": [[2.72314, -1.41747, -0.26879], [2.02777, -0.58081, 0.34107], [0.92327, 0.14873, -0.38646], [1.26498, 1.64377, -0.33121], [-0.30015, -0.25664, 0.23879], [-0.39610, 0.06305, 1.64853], [-1.50811, 0.20039, -0.55798], [-2.65274, -0.78648, -0.38240], [2.57525, -1.69122, -1.32265], [3.52736, -1.91666, 0.25881], [0.88389, -0.18307, -1.44045], [2.23261, 1.80922, -0.79993], [0.51402, 2.21698, -0.86948], [1.32623, 1.98589, 0.69774], [-0.63291, 1.12155, 1.82897], [-1.17440, -0.55341, 2.09620], [0.55454, -0.17659, 2.11831], [-1.82497, 1.20293, -0.22619], [-1.24414, 0.26913, -1.61576], [-3.49767, -0.50047, -1.00631], [-2.98873, -0.81455, 0.65167], [-2.33315, -1.78427, -0.67248]], "homo_ev": -8.39, "gap_ev": 9.537, "smiles": "C=N[C@H](C)N(C)CC"}

Run ii
{"formula": "C6H14N2", "method": "wB97M-V/def2-TZVPD", "symbols": ["C", "C", "C", "N", "C", "C", "C", "N", "H", "H", "H", "H", "H", "H", "H", "H", "H", "H", "H", "H", "H", "H"], "xyz": [[-1.69550, 0.78484, 0.38869], [-0.77955, 0.02043, -0.52224], [-1.27036, -0.79492, -1.46281], [-2.61873, -1.01393, -1.69245], [0.73815, 0.19328, -0.46618], [1.34030, 0.40333, 0.92916], [2.69087, 1.13313, 0.86098], [1.50019, -0.84938, 1.68777], [-2.47300, 1.27417, -0.20033], [-2.21241, 0.11275, 1.07611], [-1.19179, 1.52716, 0.99839], [-0.59164, -1.34343, -2.09809], [-2.98885, -1.80507, -2.19046], [-3.28989, -0.43534, -1.22281], [1.00716, 1.03757, -1.10619], [1.19885, -0.69801, -0.88444], [0.66957, 1.02347, 1.52051], [3.49623, 0.40550, 0.93832], [2.82594, 1.60225, -0.12038], [2.85361, 1.90586, 1.61534], [0.61628, -1.07134, 2.14333], [1.63315, -1.63728, 1.05222]], "homo_ev": -7.61, "gap_ev": 8.526, "smiles": "C/C(=C\\N)C[C@H](C)N"}

Least stable: run i

Run i
{"formula": "C6H14N2", "method": "wB97M-V/def2-TZVPD", "symbols": ["H", "N", "C", "C", "C", "C", "N", "C", "C", "H", "H", "H", "H", "H", "H", "H", "H", "H", "H", "H", "H", "H"], "xyz": [[-2.34924, -0.56182, -1.11278], [-1.96929, -0.89370, -0.24743], [-0.84333, -0.33442, 0.04112], [-0.01432, -0.86662, 1.18686], [1.18036, -1.78924, 0.81589], [0.49576, 0.32953, 1.95905], [-0.17624, 0.69094, -0.64128], [-1.03928, 1.83357, -1.02312], [0.59722, 0.19789, -1.76867], [-0.73184, -1.41388, 1.73142], [0.79825, -2.49972, 0.07289], [1.66152, -2.22258, 1.71247], [1.94702, -1.13666, 0.24134], [1.13166, 0.96479, 1.28936], [1.02243, 0.14469, 2.86053], [-0.30973, 0.95349, 2.29329], [-0.47751, 2.76425, -1.01287], [-1.63839, 1.65214, -1.94044], [-1.69437, 2.00031, -0.16112], [1.33733, -0.53980, -1.47825], [-0.06402, -0.27536, -2.47353], [1.13603, 1.00221, -2.34476]], "homo_ev": -8.87, "gap_ev": 9.807, "smiles": "[H]/N=C(/C(C)C)N(C)C"}

Run ii
{"formula": "C6H14N2", "method": "wB97M-V/def2-TZVPD", "symbols": ["C", "N", "C", "C", "C", "C", "C", "N", "H", "H", "H", "H", "H", "H", "H", "H", "H", "H", "H", "H", "H", "H"], "xyz": [[1.64243, -0.68625, -1.90046], [0.41209, 0.01250, -1.89952], [-0.08053, 0.14794, 0.05297], [-0.92542, -1.16679, 0.08687], [-1.15435, -1.60657, 1.52037], [-1.03070, -0.87160, 2.60976], [-0.64261, 1.66553, 0.07449], [0.45395, 2.69636, 0.07666], [2.52804, 0.01260, -1.74291], [1.77642, -1.46494, -1.20297], [1.73173, -1.11953, -2.90299], [0.37624, 0.20715, -2.90996], [0.86858, 0.07727, 0.64385], [-1.87686, -0.94069, -0.45583], [-0.27460, -1.96105, -0.43714], [-1.51777, -2.63686, 1.72358], [-1.27717, -1.20656, 3.64413], [-0.58585, 0.17926, 2.70584], [-1.20982, 1.80931, 1.08927], [-1.29746, 1.84505, -0.75235], [1.19337, 2.45249, 0.75710], [0.89029, 2.55537, -0.78078]], "homo_ev": -7.55, "gap_ev": 8.285}

Least stable: run ii

Run i
{"formula": "C6H14N2", "method": "wB97M-V/def2-TZVPD", "symbols": ["C", "C", "N", "C", "C", "C", "C", "N", "H", "H", "H", "H", "H", "H", "H", "H", "H", "H", "H", "H", "H", "H"], "xyz": [[0.27112, 2.21344, -1.48778], [-0.88162, 2.43310, -0.49644], [-1.62825, 1.24257, -0.11337], [-0.88017, 0.29370, 0.59681], [-0.81366, -1.01409, 0.34529], [0.10646, -1.88573, 1.21067], [1.59732, -1.68261, 0.87243], [1.89020, -1.74077, -0.53972], [0.43847, 1.13501, -1.53442], [1.08247, 2.90913, -1.30134], [-0.06770, 2.32622, -2.52426], [-1.58302, 3.09728, -0.93192], [-0.55262, 2.91921, 0.40774], [-2.45685, 1.07168, -0.64929], [-0.22879, 0.82996, 1.28369], [-1.51158, -1.42735, -0.37161], [-0.07069, -1.63119, 2.25714], [-0.22486, -2.89629, 0.98223], [1.97806, -0.80335, 1.38088], [2.11940, -2.55467, 1.27988], [1.52128, -2.56160, -0.97442], [1.60059, -0.93648, -1.07595]], "homo_ev": -7.83, "gap_ev": 8.961, "smiles": "CCN/C=C/CCN"}

Run ii
{"formula": "C6H14N2", "method": "wB97M-V/def2-TZVPD", "symbols": ["C", "N", "C", "C", "N", "C", "C", "C", "H", "H", "H", "H", "H", "H", "H", "H", "H", "H", "H", "H", "H", "H"], "xyz": [[0.89031, -2.88421, 1.50488], [-0.24091, -2.35668, 1.46817], [-0.44388, -0.76982, 1.11694], [0.27664, -0.39507, -0.12225], [-0.12457, -1.01777, -1.31914], [-0.09888, 1.31196, -0.03852], [1.01051, 2.00860, -0.81373], [-1.46408, 1.59368, -0.64420], [1.83294, -2.38296, 1.22098], [1.00511, -3.87017, 1.95816], [-1.52950, -0.75964, 1.01872], [-0.09084, -0.25581, 2.01097], [1.36235, -0.44713, -0.01475], [-1.12123, -1.19673, -1.36038], [0.38121, -1.86144, -1.55353], [-0.09015, 1.69240, 0.98768], [1.97277, 1.87236, -0.31963], [1.06776, 1.60389, -1.82305], [0.83767, 3.08440, -0.86655], [-1.68497, 2.66176, -0.60722], [-1.49287, 1.30030, -1.69269], [-2.25538, 1.06808, -0.11086]], "homo_ev": -8.43, "gap_ev": 9.471, "smiles": "C=NC[C@@H](N)C(C)C"}

Least stable: run ii

Run i
{"formula": "C6H14N2", "method": "wB97M-V/def2-TZVPD", "symbols": ["C", "C", "C", "N", "C", "C", "C", "N", "H", "H", "H", "H", "H", "H", "H", "H", "H", "H", "H", "H", "H", "H"], "xyz": [[1.75582, 0.76081, 0.02754], [0.26515, 0.59284, 0.10948], [-0.57572, 1.60475, 0.38294], [-0.24934, 2.93592, 0.57694], [-0.33663, -0.77356, -0.11340], [0.67647, -1.91886, -0.00178], [-0.99940, -0.81468, -1.49574], [-1.45910, -0.92037, 0.92160], [2.27785, 0.08819, 0.72575], [2.11771, 0.53051, -0.97272], [2.06679, 1.78318, 0.26123], [-1.64026, 1.41652, 0.39939], [0.71749, 3.11952, 0.78369], [-0.88235, 3.43379, 1.18389], [1.12078, -1.94878, 0.99098], [0.16800, -2.86216, -0.17204], [1.46690, -1.82920, -0.73406], [-0.27383, -0.53404, -2.25249], [-1.36873, -1.81083, -1.72356], [-1.82943, -0.11728, -1.53281], [-1.97344, -1.78979, 0.78629], [-1.04476, -0.94647, 1.84888]], "homo_ev": -7.56, "gap_ev": 8.533, "smiles": "C/C(=C\\N)C(C)(C)N"}

Run ii
{"formula": "C6H14N2", "method": "wB97M-V/def2-TZVPD", "symbols": ["C", "C", "C", "C", "C", "N", "C", "N", "H", "H", "H", "H", "H", "H", "H", "H", "H", "H", "H", "H", "H", "H"], "xyz": [[1.45076, -1.00845, -2.20641], [0.31848, -1.00649, -1.16787], [0.77284, -0.27373, 0.08681], [-0.42769, 0.01645, 0.98580], [-1.26371, 1.16401, 0.37045], [-1.17633, 2.34034, 1.02567], [0.00591, 0.15478, 2.44906], [-0.80990, -0.28858, -1.67036], [1.19944, -1.63358, -3.05755], [1.62235, -0.00416, -2.55959], [2.37252, -1.40995, -1.79114], [0.08380, -2.03717, -0.85834], [1.52003, -0.84413, 0.63935], [1.35621, 0.57579, -0.25675], [-2.28683, 0.81377, 0.15498], [-1.64051, 3.04972, 0.43155], [-0.76673, 1.27033, -0.70105], [-0.75290, 0.70146, 3.00265], [0.16556, -0.84082, 2.87940], [0.94538, 0.71896, 2.48230], [-1.62795, -0.59256, -1.13444], [-1.06071, -0.86600, 0.89549]], "homo_ev": -7.94, "gap_ev": 6.021}

Least stable: run ii

Run i
{"formula": "C6H14N2", "method": "wB97M-V/def2-TZVPD", "symbols": ["H", "N", "C", "C", "N", "H", "H", "H", "H", "H", "C", "C", "C", "C", "H", "H", "H", "H", "H", "H", "H", "H"], "xyz": [[-0.92190, -1.88561, 1.20835], [0.07918, -1.84835, 1.00807], [0.70762, -1.08356, 1.77415], [0.13492, -0.24510, 2.88892], [-1.31625, -0.23440, 2.81833], [1.78194, -1.00046, 1.63227], [0.43299, -0.70637, 3.83692], [0.59839, 0.75675, 2.85118], [-1.62669, 0.29473, 2.00926], [-1.71695, 0.19311, 3.64416], [1.12926, 1.13413, -2.97181], [0.29070, 0.57106, -2.11777], [-0.10427, -0.87051, -2.19731], [-0.33216, 1.33311, -0.98642], [1.57481, 0.57890, -3.77969], [1.40507, 2.17323, -2.90203], [0.41179, -1.37386, -3.00999], [0.12853, -1.37645, -1.25955], [-1.17855, -0.95609, -2.36036], [-0.03055, 2.37746, -0.99879], [-0.02906, 0.88869, -0.03878], [-1.41882, 1.27958, -1.04911]], "homo_ev": -9.09, "gap_ev": 9.934, "smiles": "[H]/N=C\\CN.C=C(C)C"}

Run ii
{"formula": "C6H14N2", "method": "wB97M-V/def2-TZVPD", "symbols": ["C", "C", "C", "C", "C", "C", "N", "N", "H", "H", "H", "H", "H", "H", "H", "H", "H", "H", "H", "H", "H", "H"], "xyz": [[-0.69076, -0.63443, -0.82432], [-1.02611, 1.84852, -0.88137], [-0.94910, -1.99639, -0.24936], [1.97430, -1.04886, -0.83025], [-0.14789, 0.65429, 1.15899], [-0.73539, 0.55989, -0.14852], [-0.24372, 1.84314, 1.85088], [0.69937, -0.28768, 1.50494], [-0.86930, -0.57655, -1.89452], [-1.00170, 2.46397, 1.62195], [0.02126, 1.83546, 2.82245], [1.17867, -0.13802, 2.38677], [1.38215, -0.69088, 0.35259], [-0.22635, 2.58190, -0.75619], [-1.14492, 1.66086, -1.94769], [-1.95644, 2.30869, -0.53377], [-0.68653, -2.04691, 0.80308], [-2.00792, -2.24073, -0.38512], [-0.36983, -2.75172, -0.77806], [2.75540, -1.67881, -0.39834], [1.62316, -1.55776, -1.72403], [2.42164, -0.10800, -1.15009]], "homo_ev": -7.83, "gap_ev": 8.675}

Run iii
{"formula": "C6H14N2", "method": "wB97M-V/def2-TZVPD", "symbols": ["C", "C", "C", "C", "N", "H", "H", "H", "H", "H", "H", "H", "H", "H", "C", "C", "N", "H", "H", "H", "H", "H"], "xyz": [[1.27794, -0.25094, 0.45504], [-0.81549, -2.42296, -0.74601], [0.77313, -0.41211, 1.86757], [-0.34558, -1.10995, -1.30882], [0.17362, -0.86381, -2.42056], [0.31090, -1.68869, -3.01519], [1.53833, -1.18482, -0.02515], [2.12273, 0.42865, 0.35231], [-0.41261, -2.59180, 0.25397], [-0.51940, -3.25960, -1.38719], [-1.90464, -2.41307, -0.65939], [0.59388, 0.55385, 2.34304], [1.49079, -0.96780, 2.48164], [-0.17688, -0.94948, 1.88919], [-0.37271, 3.10892, 0.27549], [-0.59958, 1.69598, -0.13085], [-1.56887, 1.07922, -0.53316], [-1.07560, -0.05286, -0.83334], [0.40569, 0.91235, 0.00295], [0.05348, 3.14148, 1.28059], [0.35132, 3.56759, -0.40072], [-1.30044, 3.67984, 0.25858]], "homo_ev": [-7.92, -7.92], "gap_ev": [7.660, 7.663]}

Run iv
{"formula": "C6H14N2", "method": "wB97M-V/def2-TZVPD", "symbols": ["C", "C", "C", "C", "C", "C", "N", "N", "H", "H", "H", "H", "H", "H", "H", "H", "H", "H", "H", "H", "H", "H"], "xyz": [[-2.55413, 0.22182, -0.08250], [2.54587, -0.29349, -0.30534], [-0.13928, 0.59249, 1.40806], [-1.22428, 0.09731, -0.86221], [1.20243, 0.39220, -0.78301], [0.00610, 0.11229, 0.06635], [-0.08758, -2.64141, -0.04655], [0.59205, -1.91456, 0.62747], [-2.52484, 0.97725, 0.63676], [-3.29183, 0.60334, -0.79927], [-2.86541, -0.61459, 0.37072], [2.38755, -1.36611, -0.30353], [3.01182, -0.15546, 0.69899], [3.33160, -0.13464, -0.94900], [0.75903, 0.49860, 1.89081], [-0.90746, 0.29162, 2.04109], [-0.45494, 1.69090, 1.33460], [-1.03181, 1.03381, -1.54600], [-1.31026, -0.79678, -1.50053], [1.31925, 1.46795, -0.84767], [1.06455, -0.06633, -1.76475], [0.12205, -3.57264, 0.21140]], "homo_ev": [-7.21, -7.20], "gap_ev": [8.123, 8.121]}

Least stable: run iii